2 unconnected molecules or ions with the total composition C29H35Br2F9O5P2 in a non-equilibrium geometry. Source: OMol25; level of theory: wB97M-V/def2-TZVPD.

Summary:
2S+1: 1
E_HOMO (hartree): -0.2952
Maximum force (eV Å⁻¹): 2.0
SMILES: C=Cc1c2c(c(CCCO)c(C(F)(F)C(F)(F)C(F)(F)C(F)(F)F)c1P(CC)CC)C(=O)C(P(O)Br)=C(CCCBr)C2=O.CC(C)O
Kohn-Sham gap (eV): 6.695
Total charge: 0

```
82
Properties=species:S:1:pos:R:3:forces:R:3:lowdin_charge:R:1
Br 3.137614 3.656523 2.512121 -0.088 -0.375 0.222 0.4108
Br -3.096481 0.161080 6.824081 0.156 0.028 0.150 0.6313
P 2.080749 2.522676 4.111280 -0.201 0.382 0.415 0.5924
P -2.830916 -2.599692 -0.631382 -0.663 0.236 -1.195 1.0695
F -1.482865 1.163020 -6.339873 -0.003 -0.120 0.100 0.1666
F -0.213671 -0.358997 -5.533064 0.040 -0.394 0.271 0.1889
F 0.365662 -0.759342 -2.831405 0.133 0.107 -0.268 0.1035
F -1.406404 1.649687 -1.758704 0.271 0.222 0.128 0.1608
F 0.138245 1.704027 -4.011604 0.393 -0.121 0.229 0.1625
F -1.575391 -1.627578 -2.796830 0.079 -0.351 -0.270 0.0739
F -2.877075 0.410563 -2.697183 -0.444 0.115 -0.274 0.1614
F -2.366041 -0.438187 -5.199378 0.088 -0.133 0.152 0.1968
F -1.903294 2.342436 -4.228754 -0.291 0.134 0.062 0.1621
O 3.356756 1.961803 4.997511 -0.106 0.044 -0.296 -0.3608
O 2.832192 0.745746 1.482114 -0.728 -0.355 0.249 0.0637
O 4.554035 2.611039 -3.093924 -0.219 0.223 -0.071 -0.0565
O 0.055420 -2.138867 4.122796 0.257 1.162 -0.646 0.1323
O 2.608764 4.144773 -1.030943 -0.028 -0.012 0.025 -0.0848
C -2.477789 -4.387432 -0.307779 0.540 0.021 0.654 -0.3991
C 1.224842 0.970707 -0.865269 -0.254 0.301 0.114 -0.1131
C -0.857666 -0.660576 -2.229393 0.531 0.502 0.188 -0.3883
C 0.247369 0.409894 5.535651 -0.704 0.011 -0.854 -0.1594
C -0.138116 -1.011779 2.002965 0.204 -0.060 0.867 -0.0258
C 0.604486 -0.169200 1.217013 1.036 0.705 0.978 -0.0262
C 5.786740 1.412709 -4.788727 0.097 0.199 -0.085 -0.0609
C 1.476068 3.404067 -1.488572 0.292 0.339 0.075 -0.2315
C -1.147242 -1.723825 1.416560 -0.577 -1.008 1.131 -0.1637
C -1.975751 -2.589299 2.292007 -0.309 0.380 0.161 -0.1523
C 0.168869 -1.109039 3.472672 -0.059 -1.144 0.385 -0.2464
C 1.724001 0.548397 1.938863 0.515 0.087 0.030 -0.3204
C -0.848225 1.489868 5.603898 -0.205 -0.035 0.557 -0.2902
C -0.976814 -4.682882 -0.567756 -0.880 0.210 -0.129 -0.1345
C 1.014067 2.424986 -0.402611 0.252 -0.004 -0.620 -0.1442
C 1.407854 0.959614 3.357146 0.847 0.331 -0.865 -0.2423
C 4.413959 1.832443 -4.287899 0.275 -0.434 0.189 -0.4818
C -5.580494 -2.636945 -0.579089 0.304 0.462 0.397 -0.1718
C 0.660205 0.150138 4.105480 -0.195 0.268 0.462 -0.1558
C -0.641401 -0.784190 -0.721863 -0.253 0.153 -0.330 -0.0448
C -1.400750 -1.614656 0.073573 -1.529 -1.253 -0.509 -0.2070
C 0.357468 -0.026923 -0.118662 1.000 0.880 -1.530 -0.0676
C -1.121271 1.265764 -4.029840 -0.759 -0.033 -0.463 -0.3458
C 3.534144 0.622169 -4.024159 -0.089 0.035 0.014 -0.0506
C -1.580089 1.369343 6.940807 0.457 0.267 -0.235 -0.6041
C -4.387713 -2.159943 0.269748 0.062 -1.006 0.143 -0.4140
C -1.568385 0.678974 -2.669549 0.419 -0.639 0.355 -0.3497
C -2.777377 -2.063640 3.202799 -0.062 -0.422 0.012 0.0233
C -1.304123 0.348407 -5.284463 0.030 0.765 -0.703 -0.5450
H -4.435759 -2.680932 1.221496 0.006 0.261 0.275 0.0495
H 4.975194 2.052046 -2.431644 0.007 0.005 0.043 0.0950
H -5.462648 -2.274944 -1.595509 -0.226 -0.111 -0.206 0.0547
H -4.454925 -1.089610 0.432719 0.205 0.186 0.036 0.0791
H -2.963974 -1.001372 3.269050 0.120 0.139 0.148 0.0776
H -1.554643 1.391201 4.783984 -0.021 -0.007 -0.135 0.1006
H 2.257941 0.671439 -0.733463 0.221 0.095 -0.019 0.1269
H 3.149506 1.113535 5.404279 0.152 -0.153 -0.044 0.0442
H 3.937435 2.481047 -5.023960 -0.011 0.121 0.108 0.1410
H 1.751883 2.880572 -2.402782 -0.044 -0.117 -0.073 0.0922
H 3.978671 -0.015698 -3.254397 0.075 -0.018 -0.061 0.0902
H -0.890758 -5.600225 -1.139275 0.215 -0.173 0.048 0.0667
H -0.872725 0.999034 7.675350 -0.200 -0.322 0.248 0.0621
H -6.488958 -2.231199 -0.137833 -0.167 0.018 -0.133 0.0666
H -3.051826 -4.989249 -1.003323 -0.344 0.251 -0.210 0.0659
H -2.782180 -4.706724 0.688996 0.012 -0.071 0.059 0.0579
H -0.223943 -0.505896 5.887504 0.386 -0.181 0.321 0.1060
H 1.623324 2.671243 0.452161 -0.061 -0.036 0.375 0.0309
H 0.693687 4.117677 -1.751872 -0.153 -0.005 0.053 0.1177
H 6.296802 0.799393 -4.040832 -0.077 -0.078 -0.009 0.0827
H 1.049238 0.980370 -1.926970 -0.149 -0.264 -0.054 0.0645
H -3.249085 -2.716219 3.922506 -0.333 0.083 0.012 0.0750
H 3.307744 4.051439 -1.683452 0.119 -0.073 -0.110 0.0574
H 3.396071 0.028029 -4.928696 0.007 -0.011 0.015 0.0871
H -1.901980 -3.663236 2.216395 0.302 -0.085 0.029 0.1046
H -5.672408 -3.718987 -0.557639 0.087 -0.139 -0.196 0.0635
H -0.579052 -3.874780 -1.176996 0.404 -0.051 -0.042 0.0480
H 2.557931 0.930227 -3.661312 -0.121 0.032 -0.022 0.0444
H -0.424162 -4.769300 0.359437 0.225 0.080 0.079 0.0684
H -0.431415 2.491574 5.562546 0.207 0.091 -0.204 0.0819
H -1.917530 2.329271 7.308449 -0.422 0.053 -0.098 0.0573
H 1.077022 0.714143 6.163744 0.115 -0.197 0.238 0.1079
H -0.032252 2.591353 -0.174926 -0.140 0.023 0.179 0.1100
H 5.711507 0.839618 -5.713650 0.006 -0.022 0.015 0.0811
H 6.412107 2.287302 -4.970493 -0.034 0.008 -0.037 0.0800
```
Forces are in eV/Å.



A molecular structure, C29H35Cl3EuN4O2P2 in a non-equilibrium geometry. Source: OMol25; level of theory: wB97M-V/def2-TZVPD.

Summary:
2S+1: 8
E_HOMO (spin up / spin down) (hartree): -0.1809 / -0.1856
Maximum force (eV Å⁻¹): 3.6
Kohn-Sham gap (spin up / spin down) (eV): 4.078 / 4.264
Total charge: 0

```
76
Properties=species:S:1:pos:R:3:forces:R:3:mulliken_spin:R:1
Eu -0.589493 -1.052886 1.719830 -0.498 2.634 2.353 7.0102
Cl 4.306447 1.362589 4.718210 0.004 -0.142 -0.123 0.0000
Cl 1.758115 1.797477 6.003569 0.335 -0.282 -0.038 -0.0006
Cl 3.039217 -0.810604 6.136332 0.017 -0.052 -0.073 0.0001
P -0.782585 1.968311 0.561442 -1.447 -0.193 -0.150 0.0170
P 2.134073 0.570638 0.324302 0.307 1.127 -0.271 0.0003
O 2.174723 0.929844 2.765357 -0.423 -1.831 3.011 0.0023
O 1.045966 -0.714426 3.859395 0.976 0.785 0.107 -0.0023
N 1.806367 -1.177789 0.473694 -1.378 -1.602 0.645 -0.0008
N 3.814010 0.330060 0.121870 1.661 0.321 0.284 0.0023
N -0.980640 3.659510 0.224497 -0.128 0.691 0.769 -0.0050
N -2.624697 1.549321 0.518607 0.863 -0.673 0.301 -0.0044
C -4.798553 1.135824 0.028476 0.957 0.325 -0.281 0.0008
C -2.564648 -2.049040 -1.504517 -0.197 0.304 -0.825 0.0182
C -0.808730 5.796089 -0.496617 0.174 -1.427 -0.061 -0.0008
C 0.236150 -3.313542 -2.967272 0.046 -0.419 -0.153 0.0043
C -1.437739 5.806083 0.783682 0.023 -1.173 0.041 0.0004
C 1.895559 0.225006 3.791053 0.431 0.788 -1.336 -0.0036
C 4.607462 -0.568154 -0.609334 0.824 0.626 0.290 0.0004
C 2.766388 0.608561 5.116907 -1.359 -0.044 -0.463 -0.0012
C -0.211393 1.369185 -1.082526 -0.338 -0.224 -0.956 0.0038
C -1.440380 -1.469826 -3.686577 -0.054 0.736 -0.743 0.0020
C 5.985408 0.628888 0.758370 -1.126 -0.046 -0.228 0.0000
C 5.945107 -0.387720 -0.259633 -1.446 0.187 0.095 -0.0002
C -3.585991 1.611306 -0.478910 -0.393 -0.290 0.662 0.0000
C -0.681410 1.700968 3.574808 -0.616 -1.084 -0.660 -0.0657
C 0.914018 -1.914086 -0.309746 0.992 -0.765 0.426 0.0133
C 0.568615 -3.087022 0.362615 0.421 0.610 -0.580 0.0016
C 1.314232 1.070919 -1.295730 -0.023 -0.648 -0.294 -0.0069
C 4.687631 1.036384 0.987813 0.336 -0.567 -0.823 0.0005
C -3.144545 -3.268637 -2.162835 0.299 -1.092 -0.087 0.0011
C -1.537459 4.491367 1.210459 0.518 0.525 -0.810 0.0001
C -0.528934 4.470231 -0.818042 -0.296 0.472 0.510 -0.0004
C -3.240603 1.000310 1.663939 -0.447 0.197 -0.660 0.0163
C -0.663503 -4.148687 -2.434301 0.762 0.100 -0.707 -0.0023
C -0.082768 -2.198482 -3.928751 -0.072 0.007 -0.431 0.0001
C -4.580557 0.771966 1.390313 0.806 0.057 -0.579 0.0008
C -1.892092 -1.180858 -2.275295 -1.004 0.061 0.014 0.0028
C 1.965062 -1.905956 1.678535 0.547 0.388 -1.112 0.0032
C 1.211737 -3.060485 1.636197 -0.140 0.221 -0.646 0.0068
C -2.094864 -4.218290 -2.863766 -1.050 -0.586 0.205 -0.0004
H 1.305716 -3.478812 -2.793410 -0.394 0.078 0.276 -0.0004
H -1.767794 6.673182 1.329590 -0.062 -0.017 0.016 0.0001
H 6.857742 1.006599 1.270968 -0.091 -0.073 -0.040 0.0000
H 2.635393 -1.554515 2.433019 0.015 0.120 0.072 -0.0042
H -2.896688 -1.806296 -0.490526 -0.149 0.291 -0.337 -0.0068
H 6.801521 -0.915356 -0.660230 -0.253 0.003 -0.007 0.0001
H -2.215716 -1.982663 -4.286939 0.166 0.158 0.499 0.0003
H -1.931181 4.051082 2.114351 0.055 0.072 -0.009 -0.0001
H -0.738356 0.403311 -1.182019 0.448 0.555 0.355 0.0114
H -5.728688 1.055615 -0.521322 0.181 0.107 0.061 0.0000
H -0.592170 6.645582 -1.117594 0.052 0.071 -0.067 -0.0001
H -3.824086 -2.933016 -2.974382 0.194 -0.056 0.584 -0.0001
H 4.146582 -1.224040 -1.328597 0.060 -0.055 -0.032 0.0002
H -3.754804 -3.876861 -1.468585 0.334 0.438 -0.212 -0.0001
H 1.793992 2.002561 -1.651278 0.195 -0.533 0.397 -0.0004
H 0.758307 -1.467084 -3.984862 -0.566 -0.468 0.258 0.0001
H -0.416359 0.881895 4.282715 -0.449 1.268 -0.109 -0.0011
H -3.332290 1.992442 -1.458455 -0.097 0.001 0.085 -0.0002
H -0.062208 4.012152 -1.680208 -0.045 0.303 0.101 -0.0001
H -1.597310 2.289282 3.811868 0.762 -0.295 0.219 0.0031
H -0.619951 1.997393 -1.898110 0.344 -0.361 0.027 -0.0009
H 1.447297 0.292218 -2.065182 -0.194 0.462 -0.159 -0.0026
H 0.791742 -1.668244 -1.340258 -0.394 0.243 -0.197 0.0005
H 1.002486 -3.731071 2.456710 0.507 -0.121 -0.037 -0.0024
H -5.326561 0.408717 2.083306 0.155 0.014 -0.028 0.0002
H 4.264124 1.720547 1.700367 0.002 0.078 0.071 0.0007
H -1.967102 -0.113480 -2.040337 0.446 -0.746 0.245 0.0012
H -0.143047 -2.632309 -4.956209 0.126 0.292 0.561 -0.0001
H -0.299861 -4.948540 -1.782023 -0.130 0.223 -0.217 -0.0001
H 0.181426 2.300383 3.226787 -0.571 -0.277 0.480 0.0078
H -1.341797 -0.476053 -4.152898 -0.011 -0.347 -0.100 -0.0003
H -2.206610 -4.127456 -3.959502 0.320 0.129 0.471 0.0002
H -2.429225 -5.243154 -2.644020 0.060 0.210 -0.150 0.0000
H -0.015118 -3.866463 -0.099697 -0.071 0.064 0.321 -0.0133
H -2.684109 0.948104 2.590541 0.195 0.142 -0.019 -0.0067
```
Forces are in eV/Å.



A molecular structure, C29H35GeIN4O2Rh. Source: OMol25; level of theory: wB97M-V/def2-TZVPD.

Summary:
2S+1: 1
E_HOMO (hartree): -0.6223
Maximum force (eV Å⁻¹): 0.9
Kohn-Sham gap (eV): 6.948
Total charge: +3

```
73
Properties=species:S:1:pos:R:3:forces:R:3:lowdin_charge:R:1
I -2.413675 2.162838 3.834197 0.047 -0.171 -0.224 1.1890
Rh -1.288460 1.023411 1.513919 0.361 0.346 -0.016 0.6521
Ge -2.249498 -0.628376 -0.082905 -0.162 0.032 0.114 0.9771
O 0.065225 -0.300098 2.302173 -0.167 0.015 0.178 -0.0584
O 9.628818 2.317551 -2.834211 -0.006 -0.025 0.023 0.0353
N -2.656121 2.449815 0.978086 -0.061 -0.084 -0.083 -0.1473
N 0.192045 1.125763 0.094842 -0.134 -0.168 0.356 -0.0149
N 5.252976 -0.496034 -1.497368 -0.113 0.294 -0.641 0.1772
N 4.632375 -0.657021 -0.449965 0.467 -0.289 0.760 0.1534
C 1.280500 0.405704 0.454714 0.080 -0.031 -0.088 -0.1339
C 2.446688 0.373873 -0.293150 0.038 -0.059 0.029 -0.0376
C 2.231038 -1.216801 2.132463 -0.124 0.013 0.043 0.0613
C -3.852351 -3.026345 2.509529 0.009 0.006 -0.019 -0.0812
C 7.983485 1.876288 -1.140033 -0.014 0.014 0.041 0.0475
C -1.309546 -3.081645 -1.274995 -0.010 0.015 -0.035 -0.2829
C -4.595327 4.419475 0.815835 0.031 -0.027 0.001 0.0103
C -2.681133 -3.733943 -1.410855 -0.020 0.039 -0.033 -0.2829
C -4.438961 -0.610122 1.921567 -0.068 0.075 -0.009 -0.2898
C -4.135289 -0.695496 0.426224 -0.032 -0.206 -0.063 -0.3078
C 1.385392 1.867372 -1.825303 -0.032 -0.006 0.038 0.0311
C -2.756494 -4.679323 -2.602506 -0.004 0.010 -0.006 -0.0913
C -3.160852 3.025676 2.071569 -0.063 0.014 0.105 -0.7138
C -4.118114 4.013006 2.056386 -0.025 0.036 -0.016 -0.0636
C 1.137741 -0.376026 1.692870 0.203 -0.045 -0.097 -0.2980
C 6.896783 0.093010 -3.054088 0.064 0.048 -0.040 0.0543
C -3.614740 -1.549290 2.795410 0.064 0.034 0.001 -0.2901
C 6.299725 0.258521 -1.757130 -0.129 -0.184 0.172 -0.2302
C 3.541633 -0.501479 0.185910 -0.383 0.110 -0.279 -0.1442
C 10.361977 3.230179 -1.971739 0.058 0.074 0.050 0.0338
C 2.491746 1.126949 -1.467894 0.044 0.017 -0.041 0.0559
C -4.108702 3.808151 -0.331654 -0.012 0.020 0.023 -0.0007
C -3.144453 2.827542 -0.213547 0.016 0.028 -0.049 -0.1147
C 8.568776 1.703997 -2.441175 -0.025 0.017 0.031 -0.2111
C 3.355993 -1.284563 1.409955 0.057 0.131 -0.054 0.0718
C -1.145805 -2.234316 -0.003357 -0.018 -0.074 0.003 -0.3186
C 6.879335 1.171543 -0.809723 0.099 0.053 -0.016 0.0520
C 7.991678 0.806392 -3.388450 -0.013 -0.058 -0.084 0.0592
C 0.249515 1.844952 -1.018314 0.031 0.093 -0.077 -0.0662
H -5.349411 5.192903 0.752453 0.001 -0.004 -0.002 0.1383
H 11.219513 3.538858 -2.556806 -0.007 -0.015 -0.023 0.1146
H -3.840415 -1.340064 3.843655 0.000 -0.018 -0.003 0.1140
H 8.434524 2.550975 -0.427639 0.012 0.003 -0.012 0.1282
H 3.373641 1.133603 -2.095262 -0.020 0.003 0.008 0.1243
H 8.472519 0.707493 -4.352108 0.005 0.008 0.011 0.1486
H -4.487069 4.441185 2.977750 0.000 -0.001 -0.006 0.1253
H -4.685965 0.057978 -0.138780 0.067 0.065 0.012 0.0711
H -2.764125 2.307762 -1.082408 0.012 -0.003 0.007 0.0889
H -0.098899 -1.948463 0.113186 0.004 0.016 -0.015 0.0443
H -1.115606 -2.467853 -2.161930 0.038 -0.014 -0.004 0.1054
H -3.745222 -5.127110 -2.685734 0.005 -0.006 -0.005 0.0826
H -4.458195 -1.664048 0.027832 -0.013 0.035 0.035 0.0668
H -4.901887 -3.281084 2.661799 -0.002 -0.003 -0.001 0.0946
H 6.452244 -0.614413 -3.741698 -0.012 -0.004 0.013 0.1409
H -2.541849 -1.311450 2.673636 -0.046 -0.031 0.013 0.0613
H -2.002472 0.094536 -1.427576 -0.053 0.000 -0.030 -0.0193
H -2.031619 -5.488195 -2.501945 -0.005 0.000 0.003 0.0829
H 10.687623 2.708503 -1.074468 -0.004 -0.028 -0.013 0.1127
H -5.504057 -0.810953 2.062312 0.017 -0.046 0.033 0.1278
H -2.915538 -4.278684 -0.491734 0.005 -0.003 -0.004 0.1089
H -3.259960 -3.656731 3.171795 -0.005 -0.002 0.000 0.0875
H -4.289512 0.417190 2.263398 -0.040 0.035 -0.024 0.0406
H 4.176034 -1.923607 1.712088 0.016 0.013 -0.027 0.1444
H -1.433250 -2.797915 0.887233 0.076 -0.012 -0.020 0.0726
H 1.379803 2.465231 -2.725795 -0.002 -0.003 0.002 0.1371
H 2.094867 -1.787762 3.041248 -0.020 -0.003 -0.010 0.1480
H -0.625706 2.422332 -1.277142 0.010 -0.013 0.006 0.1107
H 6.444601 1.273595 0.176977 -0.018 -0.021 -0.005 0.1321
H -3.451286 -2.958368 -1.520187 0.012 -0.029 0.008 0.0936
H -4.476446 4.081250 -1.310394 0.003 -0.003 0.001 0.1318
H -3.596492 -3.293248 1.481514 -0.031 0.001 0.031 0.0430
H -0.540644 -3.859194 -1.273263 -0.023 -0.015 0.033 0.1208
H -2.547613 -4.156009 -3.537122 0.000 0.005 0.007 0.0807
H 9.741158 4.090938 -1.732778 -0.032 -0.014 -0.018 0.1127
```
Forces are in eV/Å.



Which of these has the highest total charge? C29H35GeIN4O2Rh